[1]
Below is C46H65N3P2RuSe as an isolated structure in a non-equilibrium geometry, with properties calculated with ωB97M-V/def2-TZVPD.

Results
ΔE to the lowest compared entry with this formula, charge and spin = 0.0 kcal per mole
largest force on an atom = 1.66 eV Å⁻¹
LUMO (spin up / spin down) = -1.731 / -3.743 eV
frontier orbital gap (spin up / spin down) = 7.48 / 5.72 eV

Geometry as ORCA input:
```
! RIJCOSX wB97M-V def2-TZVPD def2/J DEFGRID3
* xyz 1 6
Ru 0.4355 0.2169 0.3631
Se 2.9028 0.8484 0.6048
P -0.3024 -1.7535 1.5527
P -0.0580 1.2820 -1.7359
N 5.6590 1.4055 0.1485
N 5.1340 -0.6539 -0.3823
N 0.6112 -1.3921 -1.1974
C 5.5347 2.7885 0.6174
C -1.9196 -1.9764 2.3912
C 4.3407 -1.8728 -0.5323
C 0.7856 -3.5982 3.4404
C -2.7546 1.7279 -1.4115
C -0.4565 2.3590 2.5462
C 6.4853 -0.5025 -0.6675
C 1.0230 0.3044 -2.8205
C 4.2280 -2.6509 0.7663
C 5.5316 -3.2675 1.2527
C 6.7759 2.3548 2.8135
C 5.3581 -3.9797 2.5851
C 5.5149 2.8853 2.1372
C -2.0584 -0.9762 3.5404
C -0.2894 -3.0483 0.2773
C 1.4335 -1.1849 3.7133
C 6.8179 0.8070 -0.3375
C 0.2714 3.8861 -0.7921
C 0.1514 -2.6907 -1.0131
C 9.0386 0.4139 -1.0329
C -2.1212 -0.3959 -2.5962
C 2.1627 -1.8104 -3.0790
C -1.7694 1.0733 -2.3817
C 1.2527 -1.0103 -2.3857
C -0.7954 -4.3243 0.4963
C -0.9178 3.0528 3.6789
C 1.6871 0.7825 -3.9435
C 4.6558 0.5099 0.1034
C -0.0227 3.7350 4.5341
C -0.5174 -4.8785 -1.8141
C -0.2820 3.6967 -3.2363
C -0.0122 -3.6137 -2.0577
C 8.7033 -0.9059 -1.3596
C 8.1063 1.2937 -0.5146
C -2.7457 3.7499 5.1178
C 2.5829 -0.0190 -4.6331
C 7.4202 -1.3904 -1.1829
C -0.8931 -5.2488 -0.5311
C -0.4842 4.4026 5.6482
C -1.8449 4.4156 5.9460
C 0.4282 3.0367 -2.0529
C 7.9600 3.3043 2.6962
C -3.0468 -1.7798 1.3782
C 1.0329 -2.2774 2.7203
C 2.8262 -1.3117 -4.1890
C -2.2941 3.0777 4.0023
H -1.2917 -6.2348 -0.3378
H -3.1256 -0.4635 -3.0174
H 1.0343 3.7238 4.2997
H 1.8670 -2.4041 2.0194
H 3.3597 -1.5633 -0.8893
H -1.4363 -0.8954 -3.2808
H 0.6262 -4.4289 2.7555
H 7.7318 4.2666 3.1571
H 0.5976 2.3403 2.2932
H 3.4754 -3.4335 0.6210
H 6.3729 3.3371 0.1886
H -2.2022 4.9423 6.8200
H -2.6012 1.3622 -0.3909
H 3.0924 0.3636 -5.5064
H 4.8125 -2.4625 -1.3205
H -3.0553 -1.0511 3.9773
H -0.7731 3.9645 -0.4853
H 7.0362 1.3755 2.3991
H -2.1164 -0.9405 -1.6491
H 6.2945 -4.4083 2.9388
H -2.6654 2.8138 -1.3919
H -3.7776 1.4833 -1.7015
H -3.0133 -0.7661 0.9676
H -1.9620 -2.9911 2.7965
H 8.2306 3.5025 1.6568
H 9.4640 -1.5617 -1.7589
H 1.6518 -3.8461 4.0571
H 0.7399 -1.1290 4.5514
H -1.9251 0.0472 3.1862
H -1.3373 -1.1463 4.3377
H 3.8297 -1.9776 1.5325
H 0.2116 4.9206 6.2939
H -0.0735 -3.5325 4.1105
H -1.8131 1.5963 -3.3407
H 1.5156 1.7940 -4.2877
H -1.1595 1.8374 1.9038
H 7.1627 -2.4100 -1.4287
H 0.2205 -3.3194 -3.0701
H 2.3846 -2.8064 -2.7200
H 3.5417 -1.9361 -4.7077
H 0.8326 3.4755 0.0488
H 6.5597 2.1754 3.8686
H 4.6180 3.1929 0.1866
H 8.8470 2.9046 3.1862
H -1.3333 3.8782 -3.0096
H -3.8017 3.7614 5.3500
H -1.1539 -4.6019 1.4793
H -0.6441 -5.5702 -2.6360
H 1.4995 2.9648 -2.2722
H -0.2405 3.1079 -4.1524
H 0.1729 4.6661 -3.4446
H 5.3840 3.9425 2.3876
H 0.6348 4.8965 -0.9857
H -2.9931 2.5611 3.3555
H -4.0136 -1.9051 1.8670
H 10.0524 0.7548 -1.1883
H 4.6318 -4.7907 2.5062
H 1.4918 -0.1940 3.2582
H 5.9045 -3.9707 0.5013
H 2.4182 -1.4192 4.1231
H 4.6262 2.3661 2.4999
H -2.9957 -2.4827 0.5466
H 8.3762 2.3094 -0.2661
H 4.9995 -3.2906 3.3522
H 6.2947 -2.4891 1.3503
*
```

These are the Mulliken partial charges, in e, on atoms 1 to 5: atom 1 (Ru): 0.64, atom 2 (Se): -0.85, atom 3 (P): 1.01, atom 4 (P): 1.49, atom 5 (N): 0.35

=====

[2]
Below is a 9-piece molecular cluster, C54H54O18 overall in a non-equilibrium geometry, with properties calculated with ωB97M-V/def2-TZVPD.

Results
ΔE to the lowest compared entry with this formula, charge and spin = 17.9 kcal per mole
SMILES = Oc1ccc(O)cc1.Oc1ccc(O)cc1.Oc1ccc(O)cc1.Oc1ccc(O)cc1.Oc1ccc(O)cc1.Oc1ccc(O)cc1.Oc1ccc(O)cc1.Oc1ccc(O)cc1.Oc1ccc(O)cc1
largest force on an atom = 3.54 eV Å⁻¹
LUMO = 0.196 eV
frontier orbital gap = 7.65 eV

Geometry as ORCA input:
```
! RIJCOSX wB97M-V def2-TZVPD def2/J DEFGRID3
* xyz 0 1
O 3.7676 4.0549 -5.3437
O 2.9281 -5.6591 0.5903
O -1.1359 4.7495 1.3492
O -3.1927 2.1382 3.3905
O -6.8105 3.6115 -0.4402
O 3.5005 -3.0962 -0.2972
O 1.0598 -0.7321 4.7274
O 1.4483 -2.8032 -2.2728
O -1.9715 -5.8668 -0.6979
O 5.8752 1.5182 1.7866
O -3.6588 5.5616 -4.9748
O 0.8492 0.1864 -2.5671
O -2.6020 -4.7175 -5.4958
O 0.2691 -5.8890 5.3353
O -2.6971 -1.0611 2.0225
O 2.9932 3.0838 4.6219
O -0.4462 3.3048 -1.0276
O -0.5430 0.5084 -0.3801
C 1.2184 -7.0308 3.4601
C -1.4475 -4.4236 1.1663
C -5.8360 3.3531 0.5281
C -3.0311 -3.6935 -0.3596
C 2.2951 4.0024 2.4914
C 0.8920 -0.7062 1.1327
C 4.5926 -2.0206 1.5021
C -1.5644 -4.2639 -4.7832
C -4.0209 1.9496 1.2421
C -4.1375 2.5763 2.4734
C 0.9178 -5.8567 4.1647
C -2.8341 4.8037 -4.0965
C -2.1203 -4.6613 -0.0028
C 1.3277 -4.6729 3.7002
C -0.3391 4.0600 3.3746
C 3.1034 3.1430 -3.3095
C 2.1099 -4.6100 2.5486
C -1.2396 3.7928 -2.1123
C 5.2682 0.3595 1.3102
C 2.0771 3.6965 3.8494
C -1.5678 5.2945 -3.9787
C -5.0120 3.6122 2.7588
C -2.4822 3.2577 -2.2940
C 0.7282 -0.3109 3.4509
C -3.2997 3.8279 -3.2818
C 5.1141 -0.8518 2.0153
C 4.0331 -0.7387 -0.4628
C 1.8732 -6.9392 2.2903
C -0.2438 -2.4506 -3.9174
C 2.2087 2.2289 -5.3348
C -0.0236 4.4549 2.0701
C -2.4360 -2.2781 1.4281
C 1.3069 -1.0018 2.4346
C -0.5790 0.9502 2.0076
C -0.0595 0.2674 0.9179
C 1.6049 1.1666 -3.2998
C -4.9234 2.3622 0.2531
C 3.0266 3.1576 -4.6812
C -0.2299 0.6013 3.2955
C 4.7138 0.3290 0.0300
C 1.4952 1.1963 -4.6926
C -0.6977 -5.1265 -4.0846
C -3.1704 -2.4868 0.2572
C -1.2944 -2.9129 -4.7112
C 4.0566 -1.9582 0.2157
C -5.9337 4.0119 1.7947
C 0.2843 -4.6633 -3.1888
C -0.7527 4.7318 -2.9814
C 2.4058 2.1283 -2.6641
C 0.4726 -3.2944 -3.0958
C 0.7454 3.7847 4.2813
C 1.2921 4.4400 1.6623
C 2.3170 -5.6944 1.7749
C -1.5605 -3.2416 1.9193
H -0.6066 1.2653 4.0712
H 1.3614 -1.8274 -2.3037
H 1.1466 -3.7589 4.2907
H 0.2458 5.1776 -2.7722
H -2.7514 2.3854 -1.7275
H 3.3621 3.9838 2.1733
H 0.4654 3.4266 -1.3811
H -1.9270 -2.2451 -5.3182
H -1.4064 4.0505 3.6532
H -6.4565 4.9424 1.8302
H 2.6706 2.0038 -1.6668
H -0.9246 -3.1576 2.8230
H 4.6275 -2.9655 2.0431
H -3.2124 1.2139 1.0948
H 3.6041 4.1051 -6.2812
H -3.9435 -1.7806 -0.0578
H -4.9110 4.0361 3.7472
H -2.0770 -0.8886 2.7396
H 2.4247 -3.6497 2.1481
H -3.3325 2.4541 4.2969
H -0.9490 1.3724 -0.3923
H 3.6890 3.8294 -2.7094
H 4.5898 1.1431 -0.5925
H 2.1879 -7.8626 1.7717
H 0.4924 0.5470 -1.7457
H 3.8838 3.3525 4.3287
H 6.4264 1.8364 1.0757
H 0.6509 -0.2334 5.4149
H 3.6419 -0.6220 -1.4827
H -0.7268 -6.2305 -4.1223
H 1.2945 -1.2643 0.2898
H 0.5447 3.5573 5.3195
H 2.2914 2.2024 -6.4507
H -7.6734 3.5281 0.0334
H -4.5562 5.2328 -4.7684
H -1.0160 4.4774 0.4417
H 0.8080 0.4704 -5.2236
H -3.1100 -3.9362 -5.8151
H -0.7189 -5.2430 1.4302
H 5.4821 -0.9344 3.0384
H -4.9849 1.8874 -0.6947
H 1.0681 -7.9087 4.0585
H -3.5084 -3.7861 -1.2892
H 0.2013 -4.9666 5.7083
H -0.0969 -1.3956 -3.8811
H 3.0792 -4.7888 0.1865
H 0.8541 -5.3207 -2.5084
H -4.3047 3.4469 -3.4484
H 2.9644 -2.8927 -1.1023
H 1.9445 -1.7772 2.6982
H -2.0711 -5.7134 -1.6360
H -1.2547 6.1594 -4.5788
H -1.2918 1.7368 1.8650
H 1.5315 4.7813 0.5832
*
```

These are the Mulliken partial charges, in e, on atoms 1 to 5: atom 1 (O): -0.55, atom 2 (O): -0.68, atom 3 (O): -0.72, atom 4 (O): -0.35, atom 5 (O): -0.57

=====

[3]
Below is C41H67BrGeMoN2OS2SeSi as an isolated structure, with properties calculated with ωB97M-V/def2-TZVPD.

Results
ΔE to the lowest compared entry with this formula, charge and spin = 0.0 kcal per mole
largest force on an atom = 0.56 eV Å⁻¹
LUMO (spin up / spin down) = -7.358 / -6.426 eV
frontier orbital gap (spin up / spin down) = 5.64 / 6.98 eV

Geometry as ORCA input:
```
! RIJCOSX wB97M-V def2-TZVPD def2/J DEFGRID3
* xyz 2 3
Mo -1.6559 0.3581 -0.3908
Br 1.9737 -0.5128 0.1704
Se -1.2815 3.0773 0.2768
Ge -2.5257 5.8368 1.5435
S -0.3489 1.0460 -2.1053
S -1.8696 -1.8289 -1.1730
Si 3.7151 -1.5713 -0.9170
O -0.8249 -0.2247 1.4626
N -3.2121 0.8797 -1.9515
N -3.6080 -0.1083 0.7406
C -3.3678 6.2331 -0.1650
C 6.0016 -0.6288 -2.2857
C -3.6144 6.3731 3.0606
C -1.3452 0.5040 -3.4627
C 2.2338 -3.9767 -1.3357
C 2.7947 -2.7686 -2.0973
C 0.3830 3.2078 1.2669
C 4.8223 1.0664 -0.8689
C 3.7394 -3.2822 -3.2007
C 3.8018 -3.0140 1.5893
C -4.9260 -3.5035 1.7519
C 3.8343 0.3649 -3.0067
C -3.3114 -3.8027 0.0058
C 4.6237 -0.1455 -1.7932
C 5.6225 -3.4976 -0.0602
C -0.7941 0.1928 -4.6956
C -4.7172 -2.1361 1.7023
C 0.6590 -1.4674 5.7542
C -2.4806 3.8394 1.6130
C 1.3087 -0.2522 5.9400
C -4.7180 0.4663 -0.0756
C -1.6285 -0.2583 -5.7117
C -3.7934 -1.5867 0.8177
C -3.6625 0.5145 2.0970
C -0.7120 6.5358 1.6315
C 5.5704 -1.3571 1.2208
C 1.4198 0.6560 4.8913
C 0.1245 -1.7831 4.5184
C -3.5457 -0.0272 -4.2627
C 4.6987 -2.3983 0.5017
C 0.1985 -0.8583 3.4741
C -3.0867 -2.4284 -0.0377
C 1.5827 -2.1010 -2.7734
C -2.7161 0.4054 -3.2501
C -0.4713 -2.5875 1.7336
C 0.8526 0.3616 3.6660
C -4.4840 0.2168 -1.5430
C -0.3880 -1.1683 2.1710
C -2.9937 -0.3707 -5.4923
C -3.4753 2.3495 -2.1090
C -4.2238 -4.3424 0.8957
H 0.8199 -1.8268 -2.0420
H 6.0906 -1.8469 2.0501
H -4.4011 -0.8498 -1.7433
H -4.3887 -5.4117 0.9194
H 4.6331 -3.7631 -2.8023
H 3.2287 -3.8631 1.2336
H 5.9355 -1.5115 -2.9261
H -3.8182 2.7832 -1.1710
H 5.0698 -4.3328 -0.4895
H 3.7630 -0.3777 -3.7995
H 6.3311 -0.9256 0.5729
H 0.2068 2.8946 2.2900
H -0.3668 -2.7371 4.3727
H -3.1557 6.0666 4.0014
H 1.9597 1.5839 5.0322
H 5.4152 1.8184 -1.4003
H 6.2337 -3.8997 0.7542
H -2.8342 5.7481 -0.9852
H 6.4712 0.1665 -2.8732
H -5.6665 0.0245 0.2341
H 3.8669 1.5248 -0.6060
H -0.7539 7.6247 1.6907
H 3.0142 -4.6354 -0.9632
H -0.1427 6.2782 0.7364
H 4.4416 -3.3711 2.4039
H 4.0565 -2.4845 -3.8722
H 5.3465 0.8261 0.0530
H 0.3173 -3.1746 2.1968
H -4.2440 2.4971 -2.8678
H -0.1840 6.1723 2.5138
H 1.6051 -3.6702 -0.4937
H 3.1133 -2.2804 2.0158
H 6.3063 -3.1148 -0.8184
H -4.6113 5.9345 2.9968
H -5.6416 -3.9092 2.4541
H -2.7551 -4.4432 -0.6676
H -1.2094 -0.5223 -6.6736
H -4.7665 1.5351 0.1387
H 1.7433 -0.0180 6.9032
H 0.5817 -2.1717 6.5718
H 1.1114 2.5565 0.7852
H 0.2740 0.2800 -4.8505
H -5.2913 -1.5075 2.3686
H 4.3537 1.2345 -3.4231
H -4.6776 0.5281 2.4886
H -4.4080 5.9014 -0.1709
H 1.1281 -2.8139 -3.4720
H -3.0260 -0.0319 2.7826
H -3.3094 1.5463 2.0300
H -4.6163 -0.1046 -4.1206
H -1.4400 -2.9983 2.0449
H 1.8512 -1.2116 -3.3364
H 0.9646 1.0302 2.8284
H -2.5682 2.8567 -2.4207
H 4.9708 -0.5457 1.6432
H 2.8257 0.6853 -2.7288
H -5.3191 0.6144 -2.1214
H 0.7195 4.2387 1.2338
H -2.2065 3.4512 2.5932
H 3.2127 -4.0260 -3.8076
H 6.6747 -0.8594 -1.4617
H -3.7231 7.4583 3.0744
H -3.6422 -0.7158 -6.2868
H -3.3568 7.3078 -0.3516
H 1.6101 -4.5667 -2.0170
H -3.4935 3.5091 1.3710
H -0.4081 -2.6514 0.6521
*
```

These are the Mulliken partial charges, in e, on atoms 1 to 5: atom 1 (Mo): 1.71, atom 2 (Br): -0.27, atom 3 (Se): 0.31, atom 4 (Ge): 0.66, atom 5 (S): -0.47

=====

[4]
Below is one molecule with the formula C23H21N3O2 in a non-equilibrium geometry, with properties calculated with ωB97M-V/def2-TZVPD.

Results
ΔE to the lowest compared entry with this formula, charge and spin = 23.7 kcal per mole
SMILES = Cn1cc(C(c2cn(C)c3ccccc23)N2C(=O)CCC2=O)c2ccccc21
largest force on an atom = 2.38 eV Å⁻¹
LUMO = 0.648 eV
frontier orbital gap = 8.30 eV

Geometry as ORCA input:
```
! RIJCOSX wB97M-V def2-TZVPD def2/J DEFGRID3
* xyz 0 1
O 2.2434 -2.5712 1.2221
O 2.4822 1.9251 1.0828
N 0.5073 -2.4708 -2.6638
N -1.4305 2.7907 0.4670
N 2.2473 -0.3417 0.3782
C 1.0972 -1.9467 -1.5039
C -2.0252 3.0685 2.9025
C -0.3100 0.7857 3.2220
C -1.7567 -2.3180 -3.7504
C 0.7036 -0.3500 0.4267
C -3.0561 -1.7961 -3.6264
C -0.7548 -1.9129 -2.8497
C 4.2063 -1.1349 1.5400
C -0.9862 1.3699 4.3137
C 0.2236 -1.1197 -0.8468
C 1.0981 -3.5664 -3.4023
C -0.4667 1.3900 1.9699
C 2.9056 0.8003 0.9266
C -3.2891 -0.8895 -2.5951
C -0.1129 0.9279 0.6531
C -1.2798 2.5635 1.8355
C 2.7939 -1.5077 1.0406
C -0.9865 -1.0520 -1.7110
C -2.2948 -0.5474 -1.6541
C 4.3190 0.3299 1.2804
C -0.8131 1.7542 -0.2190
C -1.8038 2.4941 4.1554
C -2.3515 3.7771 -0.1071
H 4.9290 0.3611 0.3583
H -0.8675 1.6881 -1.3145
H 4.8034 0.8745 2.1005
H -0.8915 0.8695 5.2791
H 0.2916 -0.1221 3.2955
H -2.5792 0.0903 -0.8284
H -2.3041 2.9092 5.0411
H 2.1091 -2.2029 -1.1927
H -4.2849 -0.4569 -2.5132
H -2.7932 3.8381 2.7684
H 0.5618 -0.8178 1.4390
H -3.1289 3.2695 -0.6866
H -1.8730 4.5098 -0.7626
H -3.8745 -2.0731 -4.3129
H 1.3999 -4.3236 -2.6672
H 0.4262 -4.0123 -4.1406
H 4.4561 -1.3559 2.5949
H -1.5704 -3.0397 -4.5423
H 4.9193 -1.6098 0.8477
H -2.8221 4.3527 0.6815
H 1.9831 -3.2007 -3.9318
*
```

These are the natural (NBO) partial charges, in e, on atoms 1 to 5: atom 1 (O): -0.55, atom 2 (O): -0.53, atom 3 (N): -0.36, atom 4 (N): -0.35, atom 5 (N): -0.50

=====

[5]
Below is one molecule with the formula C12H21N7O3 in a non-equilibrium geometry, with properties calculated with ωB97M-V/def2-TZVPD.

Results
ΔE to the lowest compared entry with this formula, charge and spin = 45.0 kcal per mole
SMILES = [H]/N=C(\N)NCCC[C@H](N)C(=O)N[C@@H](Cc1c[nH]cn1)C(=O)O
largest force on an atom = 4.24 eV Å⁻¹
LUMO = 0.451 eV
frontier orbital gap = 9.30 eV

Geometry as ORCA input:
```
! RIJCOSX wB97M-V def2-TZVPD def2/J DEFGRID3
* xyz 0 1
O 0.7632 2.4737 -2.6366
O -0.3255 3.5908 -0.9519
O -0.7273 2.2330 1.3758
N 4.5289 -0.3169 1.4226
N -1.6566 -1.7558 -1.5172
N -2.0717 0.3202 2.9966
N -0.2627 -2.1742 0.2132
N 0.0537 0.6901 -0.0458
N 0.5875 -2.0800 -2.0717
N 2.9901 -1.2866 0.1021
C 3.9992 0.6546 0.6492
C -3.3128 0.3844 0.8795
C -1.8985 0.1600 1.5772
C -0.3756 -2.0661 -1.0596
C -0.8308 1.0451 0.9056
C 0.5611 2.6121 -1.4786
C 3.0409 0.0863 -0.1312
C -2.8618 -1.5620 -0.7874
C 3.8408 -1.4474 1.1058
C 1.1141 1.6614 -0.4034
C -3.4466 -0.1269 -0.5676
C 2.2954 0.8754 -1.0702
H -1.1016 0.2696 3.2804
H 1.3902 2.2908 0.4529
H 5.1649 -0.4044 2.2209
H -1.6028 -1.4406 -2.4934
H -2.3692 1.3102 3.1377
H 0.5587 -2.6743 -2.8812
H -3.0603 0.5829 -1.2997
H 1.5004 -1.9640 -1.5828
H -3.5990 1.4957 1.0102
H 1.8151 0.3404 -1.9485
H 4.4242 1.6297 0.6826
H 4.0920 -2.3747 1.6129
H 3.0908 1.4297 -1.5690
H -2.6554 -2.1308 0.1091
H -4.0949 -0.2185 1.4133
H -1.5689 -0.8053 1.3278
H -0.0241 -0.2620 -0.4445
H -3.7034 -2.1143 -1.3250
H 0.7157 -2.3088 0.5140
H -4.5574 -0.0045 -0.7216
H -0.4199 3.3821 -0.0022
*
```

These are the natural (NBO) partial charges, in e, on atoms 1 to 5: atom 1 (O): -0.56, atom 2 (O): -0.71, atom 3 (O): -0.73, atom 4 (N): -0.52, atom 5 (N): -0.62